Below is a molecular structure, C22H19AsF6N6OPtSSe in a non-equilibrium geometry, with properties calculated with wB97M-V/def2-TZVPD.

Summary:
energy above the lowest of the compared OMol25 structures with the same formula, charge and spin = 0.292 eV
multiplicity = 6
total charge = +1
largest force on an atom = 0.0467 Eh/bohr
energy = -190672.3337 eV
expectation value of S² = 8.89
Kohn-Sham gap (spin up / spin down) = 0.2679 / 0.1577 hartree

Structure (XYZ):
```
58
C22H19AsF6N6OPtSSe (wB97M-V/def2-TZVPD)
Pt -0.371 -0.256 0.596
N 3.052 -3.213 1.470
C 2.062 -2.419 1.058
S 0.796 -2.069 2.178
N 2.118 -1.962 -0.159
N 1.200 -1.217 -0.716
C 1.491 -0.716 -1.886
C 0.663 0.070 -2.712
C 1.222 0.691 -3.838
C 0.449 1.423 -4.707
C -0.936 1.540 -4.488
C -1.521 0.975 -3.395
C -0.759 0.229 -2.441
O -1.321 -0.324 -1.458
H 3.065 -3.579 2.406
H 3.829 -3.391 0.856
H 2.489 -0.939 -2.265
H 2.287 0.615 -3.989
H 0.897 1.922 -5.550
H -1.539 2.098 -5.188
H -2.573 1.093 -3.188
F 1.132 1.574 -0.260
As 1.663 3.331 -0.637
F 3.080 2.550 -1.308
F 2.411 3.370 0.944
F 2.163 4.905 -1.050
F 0.147 3.807 0.117
F 0.801 3.118 -2.155
N 0.943 6.809 7.394
C 0.739 6.078 6.535
C 0.489 5.122 5.523
C -0.800 4.967 4.991
C -1.039 3.984 4.062
C 0.004 3.134 3.649
C 1.305 3.326 4.152
C 1.543 4.309 5.080
C -0.225 2.069 2.775
C -0.457 1.093 2.070
H -1.602 5.619 5.306
H -2.024 3.868 3.641
H 2.103 2.691 3.802
H 2.534 4.465 5.478
C -4.148 1.234 2.707
N -3.587 0.033 3.261
C -3.463 -0.248 4.586
C -2.917 -1.488 4.691
N -2.725 -1.960 3.428
C -2.186 -3.249 3.096
C -3.119 -1.016 2.553
Se -2.967 -1.072 0.683
H -4.330 1.945 3.510
H -5.097 1.021 2.211
H -3.458 1.666 1.979
H -3.766 0.439 5.350
H -2.661 -2.057 5.560
H -2.622 -4.012 3.739
H -1.101 -3.246 3.222
H -2.416 -3.479 2.056
```